No. 1
The following is a DFT calculation (ωB97M-V with the def2-TZVPD basis set) of the ion C19H40Cl2F2N6O5PSSi with charge +1.

The value obtained for the LUMO energy is -4.39 eV. As for the total charge: +1. Its SMILES is C=C[C@]1(P(N)O)N(CCO[Si](C)(C)C)C(N([C@@H](Cl)[C@@H](C)Cl)S(=O)(=O)F)=[N+](N)[C@@]1(CCCF)C[C@@H](O)CN.

Geometry as XYZ:
```
77
C19H40Cl2F2N6O5PSSi | the OMol25 dataset | ωB97M-V with the def2-TZVPD basis set
C 3.34 0.41 -0.46
C 2.24 0.09 -1.31
C 0.78 0.68 -1.10
P 1.08 2.55 -0.72
N 1.60 2.70 0.98
O 2.36 3.16 -1.68
N 0.23 0.26 0.24
C 0.36 -1.24 0.49
C 1.56 -1.62 1.47
O 1.06 -2.33 2.63
Si 2.12 -2.23 3.99
C 1.52 -1.04 5.37
C 3.92 -1.77 3.59
C 2.14 -3.99 4.81
C -1.26 0.34 0.23
N -2.03 0.60 1.32
C -3.50 0.55 1.08
Cl -3.90 -1.20 0.59
C -4.52 0.92 2.22
C -4.87 -0.26 3.27
Cl -4.30 2.55 3.01
S -1.28 0.99 2.82
O -2.05 0.61 4.03
O 0.10 0.51 3.02
F -1.21 2.66 2.82
N -1.51 0.04 -1.12
N -2.64 0.42 -1.83
C -0.39 0.31 -2.12
C -0.20 -0.88 -3.17
C -0.88 -2.27 -2.78
C -1.14 -3.09 -4.15
F 0.02 -3.76 -4.61
C -0.59 1.56 -3.13
C 0.72 1.87 -4.00
O 0.68 1.25 -5.31
C 0.73 3.46 -4.29
N -0.45 3.92 -5.07
H 4.33 0.53 -0.98
H 3.24 0.61 0.64
H 2.51 -0.67 -2.11
H 1.35 3.66 1.26
H 2.63 2.65 1.04
H 3.16 3.10 -1.12
H -0.60 -1.59 1.00
H 0.51 -1.83 -0.47
H 1.98 -0.63 1.86
H 2.38 -2.18 0.93
H 1.75 0.05 5.11
H 1.97 -1.26 6.38
H 0.39 -1.11 5.39
H 4.47 -1.39 4.52
H 4.49 -2.70 3.27
H 4.05 -0.96 2.81
H 3.08 -4.08 5.44
H 1.22 -4.03 5.49
H 2.02 -4.82 4.06
H -3.72 1.28 0.24
H -5.52 1.04 1.67
H -5.37 0.15 4.20
H -5.64 -0.96 2.79
H -3.98 -0.91 3.51
H -3.38 -0.28 -1.90
H -2.98 1.36 -1.68
H 0.90 -1.12 -3.39
H -0.63 -0.60 -4.19
H -1.90 -2.19 -2.30
H -0.14 -2.91 -2.21
H -1.92 -3.87 -3.87
H -1.64 -2.43 -4.93
H -1.40 1.35 -3.91
H -0.98 2.49 -2.58
H 1.68 1.54 -3.51
H 1.48 0.69 -5.40
H 1.66 3.65 -4.92
H 0.74 4.07 -3.33
H -0.97 3.16 -5.50
H -1.06 4.44 -4.43
```

=====

No. 2
The following is a DFT calculation (ωB97M-V with the def2-TZVPD basis set) of a cluster of 5 separate species, C19H40Cl2O8S4Si in total.

The value obtained for the LUMO energy is 0.54 eV. Its SMILES is C[C@H](Cl)[C@@H]([SiH3])Cl.O=S1(=O)CCCC1.O=S1(=O)CCCC1.O=S1(=O)CCCC1.O=S1(=O)CCCC1.

Geometry as XYZ:
```
74
C19H40Cl2O8S4Si | the OMol25 dataset | ωB97M-V with the def2-TZVPD basis set
C -0.79 0.76 -1.13
C -1.94 1.73 -0.96
Cl -2.32 1.92 0.80
C -3.15 1.30 -1.77
Si -4.40 0.02 -1.08
Cl -4.07 2.75 -2.34
H -0.31 0.90 -2.10
H -0.02 0.90 -0.37
H -1.12 -0.28 -1.08
H -1.65 2.74 -1.27
H -2.77 0.84 -2.68
H -5.75 0.47 -1.45
H -4.10 -1.25 -1.78
H -4.33 -0.19 0.38
C -0.55 1.61 5.26
C 0.71 1.14 5.99
C 1.10 -0.22 5.41
S 0.49 -0.22 3.72
O -0.53 -1.23 3.57
O 1.58 -0.21 2.77
C -0.27 1.39 3.78
H -0.78 2.66 5.47
H -1.42 1.02 5.56
H 1.52 1.85 5.82
H 0.55 1.07 7.07
H 2.17 -0.40 5.38
H 0.60 -1.05 5.91
H -1.12 1.34 3.10
H 0.46 2.10 3.39
C -5.41 0.95 -5.94
C -5.57 0.19 -7.26
C -4.90 -1.18 -7.08
S -5.02 -1.57 -5.32
O -3.69 -1.59 -4.76
O -5.91 -2.68 -5.11
C -5.81 -0.03 -4.84
H -6.02 1.85 -5.90
H -4.37 1.25 -5.80
H -6.64 0.05 -7.47
H -5.13 0.73 -8.09
H -5.38 -1.99 -7.63
H -3.84 -1.15 -7.31
H -5.43 0.21 -3.85
H -6.88 -0.20 -4.81
C 1.61 -3.47 -0.29
C 2.77 -3.99 -1.16
C 3.24 -2.82 -2.05
S 2.84 -1.32 -1.13
O 1.86 -0.57 -1.87
O 4.03 -0.64 -0.67
C 2.07 -2.13 0.26
H 1.36 -4.17 0.50
H 0.71 -3.33 -0.90
H 3.59 -4.30 -0.51
H 2.48 -4.84 -1.77
H 4.30 -2.82 -2.25
H 2.68 -2.76 -2.98
H 1.29 -1.48 0.64
H 2.84 -2.25 1.03
C 6.11 0.91 3.04
C 4.96 1.03 2.04
C 3.69 1.30 2.84
S 4.21 2.16 4.33
O 3.92 1.32 5.48
O 3.73 3.52 4.34
C 5.97 2.10 3.99
H 7.08 0.92 2.54
H 6.03 -0.01 3.61
H 5.14 1.85 1.35
H 4.83 0.13 1.44
H 2.97 1.94 2.33
H 3.19 0.39 3.17
H 6.49 2.00 4.94
H 6.23 3.04 3.52
```

=====

Ordered electronic energy results: -3601.35147; -4152.44972; unit a.u..